(1)
Formula: C59H86Br3FIN14O8P2S
Source: OMol25
Level of theory: ωB97M-V/def2-TZVPD

The geometry in XYZ format:
```
175
Properties=species:S:1:pos:R:3:forces:R:3
C 1.3886 0.8064 -1.5225 -0.443 -0.242 0.756
C 0.5174 1.7341 -0.5914 0.030 -0.827 -0.721
C -0.0063 0.9682 0.6636 1.062 0.713 -0.255
C -1.4560 1.2481 1.1790 0.277 -1.341 0.131
C -1.6385 0.1060 2.2836 1.475 -0.327 0.409
O -2.6845 -0.2003 2.7428 -1.896 0.033 -0.331
N -0.4944 -0.7063 2.7291 -0.310 0.150 -1.052
C -0.8906 -2.0462 2.9518 0.034 2.248 -2.330
O -0.8882 -2.5208 3.9896 0.135 -2.418 3.610
F -1.2806 -2.6861 1.8502 -0.020 0.361 -0.423
C -2.6116 0.8498 0.1719 0.168 -1.150 0.211
I -1.9434 -0.5171 -1.4128 -0.239 0.542 0.495
N -3.4338 2.0079 -0.3241 0.832 0.702 -0.269
C -4.2102 1.7063 -1.5429 -1.966 0.147 -2.710
O -3.4292 2.1390 -2.6405 -0.077 -0.579 1.093
C -4.1863 2.0979 -3.8560 0.808 0.206 -1.877
O -3.2756 1.8115 -4.8870 -0.422 0.276 0.450
C -2.8200 2.9931 -5.5354 0.959 0.617 -1.100
C -1.8000 2.6759 -6.6535 -0.054 -0.171 -0.020
O -2.4065 2.2996 -7.8839 -0.148 -0.171 0.270
C -4.1511 2.7593 0.7738 -1.515 0.215 2.560
C -5.0960 1.8591 1.6547 -0.564 -1.034 -0.276
Br -6.6212 2.7759 2.5243 1.401 0.878 0.681
C -5.8046 0.5855 1.0268 -0.104 -1.085 1.888
C -5.7804 -0.5086 2.1745 -0.688 -0.192 -1.087
Br -7.7431 0.7930 0.6511 0.639 -0.653 -1.274
P -5.1862 4.1954 0.0352 -0.243 2.234 -3.834
N -4.5347 4.7831 -1.2898 0.810 -1.004 1.208
O -5.4976 5.4334 0.9985 -0.392 -0.980 0.505
O -6.6430 3.6635 -0.4791 0.908 -0.114 1.603
C -3.0353 3.4370 1.7177 -0.172 1.274 -0.137
O -2.7402 4.6992 1.0571 0.470 -0.539 -0.118
C -3.5768 3.9540 3.0810 -0.742 1.056 0.094
C -2.8106 5.1944 3.6745 -0.691 -0.526 1.337
N -3.4987 5.4469 4.9759 0.389 -0.264 -0.772
C -1.6526 2.6770 1.8832 0.521 -0.607 0.319
Br -1.1654 2.2807 3.8084 -0.811 0.247 -0.256
P -0.2004 3.9566 1.5666 1.551 0.558 1.389
S 1.4241 3.5836 2.6190 0.021 -0.024 -1.003
H 2.4247 0.8276 -1.1495 -0.248 0.010 -0.510
H 1.2937 1.0854 -2.5832 0.379 0.155 0.481
H 1.0462 -0.2451 -1.4562 0.191 0.488 0.015
H -0.3373 2.0652 -1.2207 0.393 0.312 0.403
H 1.1895 2.5611 -0.3104 -0.609 -0.111 -0.151
H 0.1955 -0.0995 0.4725 -0.782 0.389 0.214
H 0.6660 1.1654 1.5232 -0.383 0.106 -0.405
H -0.1510 -0.3815 3.6309 0.065 0.258 -0.256
H -3.3152 0.1377 0.6197 0.216 0.727 0.279
H -2.7089 2.6740 -0.6434 -0.413 -0.114 -0.428
H -4.5428 0.6535 -1.6477 0.924 0.220 0.487
H -5.1675 2.2453 -1.6783 0.396 0.192 1.337
H -4.9488 1.2997 -3.8831 0.296 0.249 0.479
H -4.6098 3.0967 -4.0806 -0.219 -0.443 0.674
H -3.6711 3.5052 -6.0380 0.282 -0.099 0.503
H -2.3133 3.7065 -4.8499 -0.480 -0.455 0.007
H -1.1285 3.5388 -6.8462 -0.483 -0.184 0.367
H -1.1500 1.8367 -6.3493 -0.318 0.276 -0.026
H -3.2783 2.7079 -7.9664 0.280 -0.015 0.017
H -4.5056 1.5000 2.5159 -0.236 0.052 -0.542
H -5.3238 0.0875 0.1750 -0.304 0.696 -0.055
H -4.8672 -1.1224 2.1290 -0.164 0.531 0.287
H -5.9693 -0.0570 3.1610 0.240 -0.261 -0.354
H -6.6148 -1.1913 1.9394 0.447 0.161 0.384
H -3.6446 4.3343 -1.5001 -0.125 0.419 -0.570
H -5.0478 6.2338 0.6767 0.144 -0.375 -0.080
H -7.1280 4.4361 -0.8215 0.064 -0.219 0.030
H -2.4400 4.5878 0.1414 -0.250 0.152 0.059
H -4.5728 4.4253 3.0008 0.405 -0.561 -0.597
H -3.7571 3.1757 3.8379 0.558 0.185 -0.349
H -1.7519 5.0003 3.9078 -0.170 0.259 -0.695
H -2.9871 6.1006 3.0773 0.451 -0.602 -0.144
H -3.4779 6.4404 5.1828 0.126 -0.288 0.270
H -2.9917 4.9184 5.6792 -0.286 0.404 0.259
H -0.5304 5.2423 2.0610 -0.675 -0.593 -0.514
H 0.0417 4.1637 0.1891 -0.596 -0.177 0.121
N -2.2881 -2.6334 -4.2958 -0.013 -0.094 -0.105
C -3.5004 -3.2749 -4.2535 -0.084 0.009 0.136
C -3.7470 -3.7893 -5.5011 0.000 -0.016 0.121
C -2.6406 -3.4485 -6.3248 0.093 -0.010 -0.003
C -1.7580 -2.7400 -5.5546 0.073 0.064 -0.006
H -1.8532 -2.1603 -3.5250 0.008 -0.177 -0.224
H -4.0786 -3.3093 -3.3438 -0.022 0.008 -0.045
H -4.6218 -4.3491 -5.7908 0.019 0.023 0.015
H -2.5082 -3.6975 -7.3649 -0.005 0.011 0.033
H -0.8018 -2.3032 -5.7913 -0.033 -0.022 -0.025
N -4.4075 -3.1495 4.4465 -0.042 0.008 -0.037
C -4.9573 -2.8319 5.6600 -0.011 0.108 -0.021
C -5.7960 -3.8522 6.0223 0.003 0.072 0.041
C -5.7474 -4.8267 4.9908 0.002 -0.035 -0.076
C -4.8814 -4.3668 4.0348 -0.005 0.024 -0.092
H -3.7563 -2.5786 3.9382 0.050 -0.068 0.120
H -4.7052 -1.9098 6.1575 -0.008 -0.046 0.021
H -6.3792 -3.8965 6.9277 0.030 -0.005 -0.022
H -6.2864 -5.7594 4.9558 0.027 0.024 0.007
H -4.5624 -4.7977 3.0999 -0.006 -0.025 0.046
N -2.0372 -6.4416 -3.7321 0.029 -0.034 0.017
C -0.8514 -6.7969 -4.3128 0.038 0.091 0.017
C -0.4437 -7.9820 -3.7542 0.084 0.058 -0.073
C -1.4284 -8.3591 -2.8032 -0.065 -0.009 0.132
C -2.3995 -7.3886 -2.8152 -0.006 0.143 0.090
H -2.5624 -5.6087 -3.9492 -0.024 -0.040 -0.118
H -0.4003 -6.1759 -5.0694 0.002 -0.040 0.011
H 0.4585 -8.5182 -4.0011 -0.047 -0.003 -0.024
H -1.4250 -9.2409 -2.1813 0.026 0.031 -0.001
H -3.3131 -7.2909 -2.2512 0.035 -0.020 0.005
N 4.3541 1.2136 1.4991 0.085 -0.061 0.001
C 5.0201 0.0522 1.7942 -0.069 -0.042 0.035
C 6.1816 0.0387 1.0701 0.040 -0.070 0.050
C 6.2220 1.2404 0.3121 0.036 0.059 -0.015
C 5.0829 1.9452 0.6004 -0.085 0.101 -0.044
H 3.4692 1.4885 1.8821 -0.095 0.090 0.024
H 4.6098 -0.6606 2.4906 0.054 -0.005 -0.023
H 6.9223 -0.7449 1.0826 -0.022 0.020 0.030
H 7.0001 1.5520 -0.3674 -0.068 -0.004 -0.039
H 4.7283 2.8990 0.2460 0.045 -0.010 0.044
N 3.9877 3.3286 5.1440 0.023 -0.036 0.015
C 4.9713 4.2656 5.3139 0.012 0.031 -0.080
C 5.0930 4.5096 6.6562 0.046 0.025 -0.057
C 4.1501 3.6844 7.3240 -0.067 -0.047 0.031
C 3.4855 2.9662 6.3657 -0.087 -0.017 -0.046
H 3.6824 2.9630 4.2596 0.091 0.021 0.070
H 5.4962 4.6765 4.4670 -0.012 0.010 0.038
H 5.7828 5.2023 7.1101 -0.014 -0.029 -0.015
H 3.9801 3.6247 8.3867 0.015 -0.007 -0.032
H 2.7010 2.2316 6.4461 0.032 0.015 0.031
N 9.7515 2.3013 0.3796 0.009 0.034 -0.020
C 10.3448 3.5038 0.6579 -0.040 0.002 0.080
C 11.4014 3.6612 -0.1992 -0.027 0.070 0.046
C 11.4456 2.5120 -1.0316 -0.021 -0.063 -0.055
C 10.4150 1.6935 -0.6527 -0.046 -0.086 0.015
H 8.9523 1.9233 0.8584 0.028 0.026 -0.044
H 9.9651 4.1399 1.4404 0.040 -0.005 -0.021
H 12.0686 4.5073 -0.2273 -0.021 -0.026 0.005
H 12.1534 2.3098 -1.8190 -0.023 0.002 0.025
H 10.0972 0.7336 -1.0256 0.043 0.018 0.009
N 1.7245 -5.4900 -2.2138 -0.024 0.045 0.038
C 1.7119 -4.1416 -2.4410 -0.083 -0.026 0.063
C 3.0048 -3.6882 -2.3760 -0.070 0.105 -0.008
C 3.8297 -4.8098 -2.1041 0.055 -0.083 0.020
C 3.0105 -5.9057 -2.0127 -0.055 0.006 0.030
H 0.9106 -6.0835 -2.1994 0.062 -0.030 -0.128
H 0.7854 -3.6223 -2.6279 0.022 -0.023 -0.029
H 3.3235 -2.6665 -2.5102 0.010 -0.034 -0.012
H 4.9015 -4.8129 -1.9898 -0.034 -0.002 -0.014
H 3.2322 -6.9425 -1.8214 0.018 0.039 -0.003
N 2.4639 6.1394 -1.1903 0.020 -0.061 -0.004
C 3.1202 4.9742 -0.8849 -0.080 -0.019 -0.090
C 4.2856 4.9479 -1.6053 -0.055 -0.088 0.060
C 4.3384 6.1432 -2.3692 -0.019 0.074 -0.032
C 3.2047 6.8577 -2.0908 -0.059 0.035 -0.046
H 1.5790 6.4243 -0.8125 0.108 0.076 0.012
H 2.6991 4.2712 -0.1858 0.063 -0.001 0.109
H 5.0213 4.1600 -1.5869 -0.004 0.041 -0.038
H 5.1213 6.4441 -3.0458 -0.016 -0.006 0.036
H 2.8605 7.8118 -2.4541 0.040 -0.024 0.001
N 8.3065 0.4429 4.2746 0.027 -0.072 -0.018
C 9.4759 0.0565 3.6764 -0.022 0.107 -0.065
C 9.8687 -1.1273 4.2429 0.028 0.002 -0.084
C 8.8957 -1.4725 5.2174 -0.081 -0.022 0.032
C 7.9443 -0.4865 5.2115 -0.074 0.052 0.021
H 7.7930 1.2788 4.0590 0.009 -0.064 0.018
H 9.9268 0.6572 2.9028 0.057 -0.027 0.050
H 10.7549 -1.6848 3.9864 -0.023 0.025 0.007
H 8.8944 -2.3452 5.8502 0.001 0.031 -0.014
H 7.0444 -0.3651 5.7917 0.048 -0.005 0.015
N -4.3058 -9.8001 -4.0222 -0.086 -0.123 0.036
C -5.2039 -10.7012 -3.5183 0.022 0.054 0.026
C -6.1254 -10.9726 -4.4960 -0.028 -0.056 0.086
C -5.7661 -10.2093 -5.6371 0.023 0.065 -0.070
C -4.6387 -9.4993 -5.3141 0.044 0.091 0.028
H -3.5201 -9.4174 -3.5209 -0.028 -0.035 -0.177
H -5.1107 -11.0695 -2.5098 -0.025 -0.013 -0.036
H -6.9631 -11.6448 -4.4036 0.032 0.013 -0.005
H -6.2758 -10.1846 -6.5867 0.024 -0.010 0.024
H -4.0464 -8.8070 -5.8900 -0.013 -0.034 0.003
```
Positions in Å, forces in eV/Å.

Values from the calculation:
**Total charge**: +1
**Highest occupied orbital energy**: -0.3371 Eh
**Spin multiplicity**: 1

=====

(2)
Formula: C5F15NaO15S5
Source: OMol25
Level of theory: ωB97M-V/def2-TZVPD

The geometry in XYZ format:
```
41
Properties=species:S:1:pos:R:3:forces:R:3
Na 0.1316 -0.2471 0.3898 0.188 0.101 -0.074
C -1.5706 -0.4493 4.9147 -2.870 -1.038 -2.886
F -1.1657 -1.7082 5.1483 -0.421 -0.485 0.030
F -2.6096 -0.1783 5.7354 0.028 -0.015 0.911
F -0.5779 0.2900 5.1977 2.061 2.149 0.777
S -2.2826 -0.1435 3.0752 -0.535 1.765 -3.694
O -2.3840 1.3387 2.7937 0.520 -3.216 2.289
O -1.2321 -0.7779 2.2605 -0.265 0.227 1.485
O -3.5841 -0.8280 2.9189 1.536 0.456 1.758
C -3.6872 1.0007 -2.5350 0.401 0.461 2.393
F -3.2378 0.0832 -3.3567 0.360 -0.596 -0.853
F -3.0870 2.1765 -2.8185 -0.621 -0.352 -0.227
F -5.0197 1.1427 -2.7881 0.279 0.106 0.052
S -3.3461 0.5080 -0.6603 -0.325 -1.628 2.878
O -1.8954 0.3175 -0.4675 -2.001 0.890 -1.554
O -3.9989 1.5334 0.1400 0.677 0.752 -1.485
O -4.0895 -0.7437 -0.4442 0.409 0.289 -1.736
C 4.6662 -2.0138 2.8184 -1.653 -1.183 -1.827
F 5.7861 -1.3045 2.8357 0.178 0.229 0.929
F 5.0229 -3.3433 3.0180 -0.166 1.256 0.027
F 3.8010 -1.6919 3.7975 1.202 0.054 0.139
S 3.7567 -1.7283 1.1115 -2.828 1.350 -4.070
O 3.5226 -3.0205 0.4706 0.587 -0.224 1.974
O 2.4808 -1.0155 1.4285 2.477 -1.210 0.883
O 4.6201 -0.9284 0.2253 0.529 -0.323 2.326
C 0.6706 -1.7789 -3.8291 0.705 -0.618 1.213
F 0.1975 -0.5647 -3.9675 -0.011 0.817 -0.491
F -0.3755 -2.6092 -3.9041 -0.166 -0.477 -0.255
F 1.5044 -2.0813 -4.8624 -0.342 0.309 -0.228
S 1.6026 -1.9869 -2.2150 1.255 2.009 3.202
O 2.3198 -3.2389 -2.3809 -0.639 0.150 -0.701
O 2.4493 -0.7804 -2.0454 -1.126 -1.769 -1.591
O 0.5630 -1.9755 -1.1672 0.228 -0.629 -1.622
C -0.0604 3.4454 -2.2602 0.457 -1.152 2.449
F -0.5436 2.2520 -2.6880 0.668 1.479 -0.331
F 1.0739 3.7681 -2.9263 -0.621 -0.105 -0.521
F -0.9730 4.4110 -2.4535 0.065 -0.080 -0.659
S 0.3440 3.2666 -0.3876 -2.559 -0.711 1.185
O -0.9822 3.1502 0.2512 1.635 1.071 -1.219
O 1.0581 2.0202 -0.3492 0.767 -0.502 -0.340
O 1.1318 4.4337 -0.0240 -0.061 0.396 -0.536
```
Positions in Å, forces in eV/Å.

Values from the calculation:
**Total charge**: -4
**Highest occupied orbital energy**: 0.0501 Eh
**Relative energy (zero: lowest compared OMol25 entry of this formula, charge and spin)**: 40.1 kcal per mole
**Spin multiplicity**: 1

=====

(3)
Formula: C5F17N2O17S7Sn
Source: OMol25
Level of theory: ωB97M-V/def2-TZVPD

The geometry in XYZ format:
```
49
Properties=species:S:1:pos:R:3:forces:R:3
Sn 0.1341 0.0393 -0.6785 0.626 0.462 0.211
N 1.1480 -1.7511 -2.6003 -1.602 -3.181 -1.566
S 2.0749 -1.2568 -3.7338 2.794 7.281 -0.740
O 1.5686 -1.0852 -5.0663 -0.123 -2.338 -0.758
O 3.4386 -1.4457 -3.4314 1.339 -1.784 -0.874
F 2.0060 0.2886 -3.3956 -0.542 0.994 1.057
S 0.8758 -3.2134 -3.3273 -4.687 -4.157 2.545
O 2.0494 -4.0391 -3.5656 -0.812 1.404 -1.000
O -0.3700 -3.3734 -4.1390 3.915 0.858 1.273
F 0.3823 -3.9423 -1.9545 0.055 0.557 -0.518
C -2.8241 -3.0171 -0.7233 1.266 2.132 0.027
F -2.8463 -4.2063 -1.2721 -0.962 -1.030 0.393
F -3.7028 -2.8247 0.3052 1.423 -1.055 -0.835
F -1.5225 -2.8260 -0.3546 -2.104 0.200 0.147
S -3.3836 -1.8083 -2.0659 1.190 -0.970 -2.353
O -2.7772 -2.2580 -3.3307 -0.561 0.917 2.403
O -4.8471 -1.8990 -2.0574 1.619 -0.065 0.316
N -2.6521 -0.3309 -1.5227 -1.519 -2.583 -1.139
S -3.9709 0.5270 -1.4330 -1.179 3.472 0.207
O -4.6135 0.8836 -2.6840 0.416 -0.150 0.005
O -4.8506 0.0810 -0.3905 -0.248 0.654 0.843
C -3.2593 2.2468 -0.8530 0.749 -1.280 -4.449
F -3.9907 3.3021 -1.3586 0.316 -0.922 0.622
F -3.1610 2.2770 0.3761 -0.909 0.574 4.938
F -1.9980 2.3746 -1.2992 -0.233 0.277 -1.090
C 0.9043 -1.4885 4.6377 -4.385 -2.710 -3.146
F 1.9451 -0.8553 4.3585 2.839 2.879 0.152
F 1.1980 -2.4704 5.4677 0.349 -0.944 1.365
F -0.1013 -0.7582 5.2424 1.359 -0.206 -0.497
S 0.3021 -2.3535 2.8491 -1.623 1.887 -0.967
O -0.8765 -3.1074 3.3296 1.366 0.340 -0.304
O -0.0448 -1.2228 1.9196 0.388 -1.443 2.372
O 1.4292 -3.1017 2.3020 -0.405 -0.028 1.444
C -0.5798 2.9365 3.6450 1.548 0.203 -1.312
F -0.1193 3.7742 4.6149 0.223 -0.465 -0.129
F -0.2698 1.6786 3.9613 -0.857 0.236 0.758
F -1.8676 3.1866 3.5729 -1.434 -0.696 0.388
S 0.1843 3.2475 1.9888 1.899 1.848 -0.815
O 1.6030 3.1237 2.2872 -0.755 -0.071 0.150
O -0.3185 2.2974 1.0132 -0.422 -0.449 0.685
O -0.2444 4.6245 1.7209 -0.186 -0.556 0.290
C 4.2670 3.1897 -0.3062 -2.330 -5.735 -1.601
F 3.0817 3.5816 -0.7570 -0.574 1.194 0.512
F 5.1519 3.5991 -1.1401 2.283 1.361 -1.952
F 4.5879 3.5220 0.8605 0.298 2.622 3.720
S 4.2018 1.2684 -0.2487 1.136 -2.066 -1.442
O 5.2502 0.8642 0.6936 -0.272 0.967 0.021
O 2.8747 0.8502 0.1662 -0.455 0.656 0.022
O 4.5331 0.8708 -1.6229 -0.219 0.910 0.624
```
Positions in Å, forces in eV/Å.

Values from the calculation:
**Total charge**: -4
**Highest occupied orbital energy (alpha / beta)**: 0.1453 / 0.0192 Eh
**Spin multiplicity**: 2
**Expectation value of S²**: 0.753

=====

(4)
Formula: C5F9I
Source: OMol25
Level of theory: ωB97M-V/def2-TZVPD

The geometry in XYZ format:
```
15
Properties=species:S:1:pos:R:3:forces:R:3
C 1.9305 0.8241 -0.0420 1.305 0.071 -3.424
C -1.2104 0.1815 -0.4168 0.018 -2.418 -1.577
C 1.5469 0.4363 1.2859 -0.887 -0.998 4.242
C -0.4725 0.9434 -1.2512 -0.655 0.649 2.299
C -1.3570 -1.4181 -0.4056 -0.414 1.379 -0.952
F 1.4473 -0.8319 1.6931 1.551 -0.939 -0.624
F 2.3923 1.1364 2.0665 1.345 -0.317 0.012
F 0.3856 0.8852 1.6330 -2.529 1.766 -0.108
F -0.2860 2.2496 -0.8774 -0.502 -1.835 -1.995
F 0.0562 0.5467 -2.3649 0.761 0.547 0.086
F 2.7444 -0.0741 -0.5348 -0.368 0.249 0.475
F -0.2665 -2.0532 -0.7162 2.715 -0.091 0.026
F -1.7949 -1.8332 0.7461 0.462 0.260 2.959
F -2.2449 -1.9808 -1.1921 -1.861 0.665 -2.585
I -2.8711 0.9880 0.3762 -0.942 1.011 1.167
```
Positions in Å, forces in eV/Å.

Values from the calculation:
**Total charge**: 0
**Highest occupied orbital energy**: -0.3490 Eh
**Relative energy (zero: lowest compared OMol25 entry of this formula, charge and spin)**: 59.4 kcal per mole
**Spin multiplicity**: 1